ORCA calculation (ωB97M-V/def2-TZVPD) on a structure of composition C34H34Cl2FeN13O2SbSe4.

The geometry in ORCA input format:
```
! RIJCOSX wB97M-V def2-TZVPD def2/J DEFGRID3
* xyz -2 5
Sb 1.9034 0.7275 -4.6968
Se 0.3132 0.6197 -2.6617
Se 3.1563 -1.3776 -4.7244
Se 3.3173 2.7273 -4.4346
Se 0.1999 0.9114 -6.4424
Fe -0.3939 0.3662 -0.3996
Cl 0.0457 5.7229 0.9806
Cl 0.4735 4.2799 -1.5239
O -1.0827 2.3338 -0.0384
O -2.3240 3.7729 1.1591
N -3.2917 1.4511 -3.3206
N 2.2216 -0.0738 6.7399
N 0.2401 0.6301 3.9527
N -6.2664 2.4890 0.2525
N 3.9216 1.1787 -1.4358
N 2.0587 0.2996 5.4558
N 1.1540 -1.7106 0.2606
N 3.2874 -0.7748 6.8527
N 2.4708 0.8401 0.1555
N -1.5512 -2.6350 -3.6072
N -0.3385 0.3302 1.8588
N 3.8777 -0.1533 -1.3022
N 2.7573 -3.9942 0.1514
C 1.4644 -4.0520 0.4780
C -5.4561 2.5659 -0.5604
C -3.7658 3.7903 -1.8852
C -4.1881 1.4819 -2.3478
C -3.2840 -3.0614 -1.0803
C -0.8133 -0.7215 2.6102
C 2.4470 -1.6393 -0.0382
C -1.0855 -2.6389 -2.1660
C 0.9331 1.1415 5.0959
C 3.3889 -0.1321 3.3227
C -3.2078 -0.6437 0.2186
C 3.8640 -0.8831 5.6061
C 4.5364 -0.7858 2.9432
C -0.4589 -0.5624 3.9065
C 3.0753 -0.1906 4.6884
C -0.4024 -2.9176 -4.5101
C -2.1792 -2.2155 -1.2203
C 2.9823 -0.3137 -0.3544
C 0.6686 -2.9233 0.5200
C -2.2335 -1.3596 -3.9940
C -4.3322 -1.4518 0.3355
C -4.3708 -2.6864 -0.3065
C -1.4376 3.4636 0.3635
C -2.8261 3.7556 -2.8962
C -0.7110 4.6914 -0.2893
C 0.9151 2.4408 2.3578
C 3.2375 -2.7908 -0.1145
C -2.5956 2.5605 -3.5719
C -2.0783 -0.9799 -0.5556
C -4.4587 2.6193 -1.5916
C 5.0257 -1.5499 5.1982
C 0.2857 1.1358 2.6830
C 3.0712 1.7550 -0.5806
C 5.3467 -1.4873 3.8651
H 4.2761 -2.7070 -0.4099
H -0.7291 -3.6571 -1.9850
H -1.8330 2.4832 -4.3414
H -0.7589 -2.9881 -5.5348
H 0.0801 -3.8405 -4.1952
H 1.0515 -5.0295 0.7006
H -1.4626 5.3283 -0.7442
H -1.3971 -1.5047 2.1588
H -3.2931 -4.0325 -1.5768
H 6.2337 -1.9886 3.5003
H -5.1770 -1.1211 0.9304
H -0.2488 -1.9389 -2.1352
H -1.6530 -0.5280 -3.6005
H 2.8894 2.8169 -0.5629
H -0.3920 -2.9901 0.7340
H -4.7226 0.5606 -2.1370
H -3.9512 4.6863 -1.3076
H -0.6239 -1.1598 4.7861
H -3.2130 0.3101 0.7437
H -2.2368 -3.3822 -3.6910
H 4.2890 1.6079 -2.2948
H -2.2433 4.6300 -3.1525
H 0.3013 3.2595 2.7373
H 0.3128 -2.1001 -4.4288
H 1.9219 2.5255 2.7724
H 0.2894 1.1660 5.9733
H 0.9869 2.5335 1.2806
H -5.2276 -3.3419 -0.2022
H -2.2512 -1.2941 -5.0793
H 1.2713 2.1511 4.8710
H -3.2336 -1.3572 -3.5705
H 4.8231 -0.7644 1.8993
H 2.7818 0.3803 2.5869
H 5.6322 -2.0895 5.9131
*
```

Calculated values
molar mass = 1221.1 g/mol
ΔE to the lowest compared entry with this formula, charge and spin = 0.0 kJ/mol
F_max = 0.7 eV/Å
lowest unoccupied orbital energy (spin up / spin down) = 3.61 / 3.61 eV
HOMO-LUMO gap (spin up / spin down) = 5.236 / 5.238 eV
<S²> = 6.0160

Atom charges from the Mulliken analysis, given in e for atoms 1 to 8: 0.57 -0.14 -0.78 -0.81 -0.77 1.19 -0.23 -0.07



ORCA calculation (ωB97M-V/def2-TZVPD) on a structure of composition C34H34FN3O3PSSbScTe.

The geometry in ORCA input format:
```
! RIJCOSX wB97M-V def2-TZVPD def2/J DEFGRID3
* xyz 1 1
Te 1.3351 0.9627 -3.0609
Sb -3.2112 1.1169 -0.9344
Sc 0.1992 0.6935 -0.2689
S -1.4714 2.5603 -0.3836
P 2.6458 1.3294 -1.1671
F -0.8728 -0.7824 -0.5883
O 2.0990 2.6712 -0.4391
O 2.2246 0.3203 -0.0885
O 4.1916 1.4754 -1.3505
N 0.2089 -1.1484 6.8822
N 0.1124 0.5423 2.0118
N -0.5445 0.9519 7.0035
C -2.6557 -1.1478 -2.9503
C -0.2041 -1.1092 10.5605
C -2.4431 0.6045 -5.1078
C -3.3692 0.4615 1.9615
C -0.4944 0.4118 8.2773
C -6.2482 4.1767 -0.5061
C -0.8343 0.9855 9.5049
C -5.1167 3.3939 -0.3415
C -0.1117 0.0076 6.2168
C -5.7689 2.0640 -2.2502
C -4.8818 2.3363 -1.2141
C 1.5463 4.9852 -0.1635
C 0.3006 -0.8932 3.9059
C -4.0057 -1.4317 0.6075
C -2.7454 1.0961 -3.8471
C -2.3624 -1.6314 -4.2161
C -3.5762 -0.1139 0.7112
C -4.2184 -2.1743 1.7595
C -2.8556 0.2160 -2.7711
C 6.4040 2.0769 -0.6506
C -0.0213 -0.9034 8.2229
C 0.3551 -0.6590 2.5455
C -0.6832 0.2125 10.6333
C 2.1343 3.9645 -1.1021
C -6.8990 2.8545 -2.4103
C -0.1727 1.5609 2.8347
C 0.1358 -1.6936 9.3592
C -0.0043 0.1625 4.7613
C -2.2552 -0.7583 -5.2895
C -0.2350 1.4174 4.2031
C -7.1363 3.9063 -1.5383
C 5.0702 1.5663 -0.1795
C -3.5852 -0.2866 3.1102
C -4.0060 -1.6042 3.0072
H -8.0174 4.5214 -1.6640
H 1.5680 3.8794 -2.0321
H -2.8815 2.1633 -3.7081
H -2.2015 -2.6908 -4.3617
H -5.5875 1.2442 -2.9356
H 0.5818 -1.4625 1.8546
H 0.5025 -2.7096 9.3066
H -3.0254 1.4862 2.0475
H -2.3515 1.2847 -5.9436
H -0.3731 2.5139 2.3610
H -7.5906 2.6481 -3.2159
H -3.4281 0.1620 4.0831
H 4.6054 2.2357 0.5463
H 7.0908 2.1297 0.1946
H -2.6821 -1.8317 -2.1122
H -2.0164 -1.1414 -6.2727
H 6.3128 3.0737 -1.0799
H 3.1751 4.1882 -1.3429
H -4.1767 -2.1878 3.9022
H 0.4996 4.7668 0.0487
H -4.4186 3.6232 0.4556
H 5.1327 0.5673 0.2491
H -0.1013 -1.6815 11.4726
H -6.4365 5.0012 0.1684
H -4.5533 -3.1999 1.6815
H 6.8307 1.4115 -1.3991
H 0.4780 -1.8967 4.2650
H 2.1005 5.0186 0.7743
H -4.1846 -1.8897 -0.3580
H -1.2011 2.0013 9.5552
H -0.9361 0.6226 11.6014
H 1.5977 5.9731 -0.6219
H 0.5826 -1.9927 6.4893
H -0.4699 2.2563 4.8416
*
```

Calculated values
molar mass = 909.0 g/mol
ΔE to the lowest compared entry with this formula, charge and spin = 10.9 kJ/mol
F_max = 0.3 eV/Å
lowest unoccupied orbital energy = -2.84 eV
HOMO-LUMO gap = 7.505 eV

Atom charges from the Mulliken analysis, given in e for atoms 1 to 8: -0.18 1.62 0.53 -0.50 0.61 -0.59 0.25 -0.48



ORCA calculation (ωB97M-V/def2-TZVPD) on a structure of composition C34H34GeInN6O6S2.

The geometry in ORCA input format:
```
! RIJCOSX wB97M-V def2-TZVPD def2/J DEFGRID3
* xyz -1 1
In -0.0458 -0.1710 -0.2569
Ge 0.3743 -2.7321 -0.6859
S 1.0304 1.0353 1.9344
S 0.4364 2.4913 -2.0501
O -2.3876 -0.5499 -0.1231
O 1.1477 1.2833 -2.4314
O 1.1658 3.7033 -1.7838
O 2.3269 -0.2490 -0.2926
O -1.6929 -0.2922 -2.0739
O -0.7745 -1.6186 2.3607
N -3.3695 3.6438 -6.4537
N -1.9420 2.1162 0.9088
N -1.7420 3.9137 -0.6455
N -2.6705 -0.5501 -1.3465
N 2.8835 0.9041 0.0152
N -0.4041 1.9913 -0.7716
C 2.2236 -2.5752 2.0705
C -1.7893 -2.0070 3.2747
C 3.0343 -2.3657 3.1466
C -1.1376 -3.4476 -1.7164
C -2.7421 4.5266 -0.0237
C 3.0155 2.8515 1.3397
C -2.4748 3.3728 -5.4110
C 4.3183 -3.3726 -2.1857
C 4.1250 -3.4930 -3.5573
C -3.3965 3.9928 1.0694
C -1.9619 2.0883 -5.2389
C 1.4759 -4.6844 3.0219
C 3.9020 1.3450 -0.7533
C 2.3941 1.6232 1.0681
C -0.1748 -6.0421 1.9084
C 0.5533 -3.9702 0.8469
C -0.2230 -5.1019 0.8484
C 1.7599 -3.1959 -3.2232
C -2.0503 4.3969 -4.5633
C -2.9330 2.7546 1.4976
C 3.2362 -3.1559 -1.3441
C 2.8417 -3.4034 -4.0743
C -2.8629 -0.9420 3.3989
C 1.4228 -3.7443 1.9647
C 4.5247 2.5322 -0.4858
C 4.0710 3.3007 0.5865
C -1.0688 1.8214 -4.2171
C 0.6559 -5.8404 2.9674
C -0.6648 2.8465 -3.3693
C -1.3855 2.7191 -0.1582
C 2.3353 -4.4471 4.1269
C 3.0977 -3.3188 4.1897
C 1.9342 -3.0657 -1.8453
C -1.1578 4.1340 -3.5412
H -1.3397 -2.7890 -2.5598
H 0.6980 -6.5519 3.7853
H -3.3776 2.2580 2.3559
H 4.9697 -3.6557 -4.2163
H -0.8259 4.9199 -2.8757
H -1.3463 -2.2430 4.2481
H 2.3697 -5.1814 4.9248
H 3.4133 -3.0516 -0.2805
H 5.3332 2.8586 -1.1233
H -3.9096 2.8479 -6.7538
H -2.2108 -2.9293 2.8737
H -2.0360 -3.4747 -1.0974
H -0.9213 -4.4519 -2.0880
H -0.6764 0.8250 -4.0719
H 4.5254 4.2580 0.8068
H 2.6792 -3.4936 -5.1421
H -3.0264 5.4956 -0.4236
H -4.2133 4.5026 1.5585
H -3.7140 -1.3081 3.9787
H 2.1647 -1.8163 1.2992
H -2.2768 1.2909 -5.9028
H -0.8955 -5.2979 0.0222
H -3.9518 4.4517 -6.3014
H 3.7451 -3.1456 5.0411
H -2.4679 -0.0520 3.8987
H -0.4427 -0.7505 2.6216
H 5.3177 -3.4410 -1.7713
H -2.4288 5.4031 -4.7086
H -3.2053 -0.6538 2.4027
H 4.1447 0.6853 -1.5720
H 3.6134 -1.4526 3.2109
H -0.8058 -6.9228 1.8700
H 2.6088 3.4392 2.1497
H 0.7654 -3.1259 -3.6495
*
```

Calculated values
molar mass = 874.2 g/mol
ΔE to the lowest compared entry with this formula, charge and spin = 65.5 kJ/mol
F_max = 0.4 eV/Å
lowest unoccupied orbital energy = 2.58 eV
HOMO-LUMO gap = 7.404 eV

Atom charges from the Mulliken analysis, given in e for atoms 1 to 8: 0.71 2.20 -0.64 1.60 -0.31 -0.78 -0.80 -0.29



ORCA calculation (ωB97M-V/def2-TZVPD) on a structure of composition C34H35BrCdCl2N7O5S2 at a distorted geometry.

The geometry in ORCA input format:
```
! RIJCOSX wB97M-V def2-TZVPD def2/J DEFGRID3
* xyz -1 1
Cd 0.2635 0.4844 -0.5028
Br 1.3621 -1.3837 -6.1248
Cl -1.8251 -0.1817 1.6002
Cl -3.9509 -1.6364 3.0108
S 0.5090 -3.3542 3.0229
S -1.4223 -1.5267 -1.6961
O 1.1751 -0.1319 1.4355
O 2.4636 -2.4523 -0.0741
O -0.3968 -3.2534 4.1472
O 0.4691 -4.6288 2.3473
O 2.0875 -0.5170 -1.1358
N -3.3349 -3.2149 -0.8771
N 1.6375 2.8160 1.3621
N -0.0317 1.5195 -2.8041
N -0.5912 2.4130 -0.2106
N 0.2408 -2.1345 1.9792
N -1.6226 -3.1627 0.4704
N 1.7099 -1.8460 -3.4471
C 0.7616 -4.4403 -3.4255
C 0.1733 3.2492 3.2879
C 1.2940 -2.4371 -4.5340
C 1.2214 -1.2519 1.9620
C -2.0411 2.9665 1.6647
C -1.5449 4.8795 -3.4459
C -0.6663 2.7981 -2.5818
C 4.5473 -1.5259 3.7927
C -3.5896 -4.0845 0.1600
C 1.3427 1.6921 -3.2676
C 0.8054 -3.7259 -4.6148
C 4.2754 -2.6555 4.5508
C -0.9427 3.1990 -1.2476
C 3.0696 -3.3322 4.4060
C 2.7376 2.5717 2.2641
C -2.2102 3.2384 3.0127
C -0.7719 2.8173 1.1079
C 2.0048 3.7881 0.3519
C 1.1834 -3.8368 -2.2547
C -1.5038 4.4861 -1.0776
C 2.3893 -1.6675 2.8024
C 1.6522 -2.5235 -2.3040
C -0.7724 0.7204 -3.7709
C 2.1543 -2.8304 3.5131
C -4.1573 -2.9166 -2.0113
C 3.6065 -1.0168 2.9107
C -2.1214 -2.6415 -0.6601
C -0.9697 3.6339 -3.6387
C 2.1069 -1.7712 -1.0329
C -3.4738 -0.0998 2.2806
C 0.3663 2.9829 1.9357
C -1.7993 5.2976 -2.1489
C -2.5238 -4.0429 0.9945
C -1.0978 3.3681 3.8253
H 2.8509 -4.2200 4.9806
H -4.4820 -1.8730 -1.9749
H -1.2212 3.5778 4.8794
H -3.2043 3.3484 3.4300
H 3.8007 -0.1443 2.3084
H 1.8205 0.7155 -3.3362
H -1.7785 5.5039 -4.2981
H -1.6944 4.8378 -0.0710
H 1.0266 3.3798 3.9372
H 0.3930 -5.4562 -3.4323
H 3.0530 3.4796 2.8081
H -0.3628 -0.2872 -3.7866
H 2.3154 4.7396 0.8171
H -0.7372 3.3188 -4.6477
H -3.4870 0.6637 3.0568
H -0.7726 -2.7954 0.9737
H -2.2226 6.2799 -1.9749
H 1.1712 3.9882 -0.3152
H 3.5865 2.2199 1.6750
H 1.3766 2.1807 -4.2517
H 1.1535 -4.3426 -1.3017
H 2.8417 3.3989 -0.2315
H 1.8925 2.3009 -2.5503
H 2.4633 1.7951 2.9743
H -1.8206 0.6610 -3.4736
H 5.5028 -1.0313 3.9050
H -4.1811 0.1156 1.4837
H -5.0212 -3.5779 -2.0214
H -2.9056 2.8268 1.0266
H -4.5036 -4.6399 0.2194
H 5.0116 -3.0253 5.2506
H -3.5744 -3.0485 -2.9257
H -0.7107 1.1277 -4.7915
H -2.3092 -4.5655 1.9040
H 0.4792 -4.1472 -5.5520
*
```

Calculated values
molar mass = 949.1 g/mol
ΔE to the lowest compared entry with this formula, charge and spin = 0.0 kJ/mol
F_max = 1.2 eV/Å
lowest unoccupied orbital energy = 2.35 eV
HOMO-LUMO gap = 6.749 eV

Atom charges from the Mulliken analysis, given in e for atoms 1 to 8: 1.92 -0.19 0.06 -0.16 1.08 -0.27 -0.17 -0.71



ORCA calculation (ωB97M-V/def2-TZVPD) on a structure of composition C34H35BrN6O8P2PbSSe at a distorted geometry.

The geometry in ORCA input format:
```
! RIJCOSX wB97M-V def2-TZVPD def2/J DEFGRID3
* xyz 0 1
Pb -0.1266 0.9397 0.7897
Br 8.2288 0.3953 -1.0115
Se -2.6330 0.8863 -0.7747
S -0.1539 -3.0580 1.2851
P -0.2258 3.2790 3.0081
P -0.8650 0.3595 4.1309
O 0.2941 -1.6192 1.3639
O -0.0233 4.6054 3.6626
O -1.5677 0.1272 2.8369
O 0.7480 0.1094 3.9220
O 0.5505 1.9292 -1.3533
O -1.0378 3.0449 1.7791
O 1.2716 2.6332 2.7625
O -1.3061 -0.2469 5.4097
N 4.2856 -1.3235 -5.3304
N -2.9029 3.7859 -0.6933
N -4.6706 2.7322 -0.0573
N 3.0798 -1.0192 -5.3386
N 2.0685 -0.1660 -0.5513
N 0.2780 2.4452 5.4624
C 0.8888 1.3841 -3.6240
C -3.8403 4.7384 -0.3413
C -0.3988 -3.3654 -0.4549
C -1.5700 4.1162 -1.1888
C 2.5627 -0.7455 -2.8554
C -0.6320 -2.5708 -2.7009
C 2.8265 -1.1581 -0.1488
C 6.1459 -1.7684 -3.8596
C 3.2246 -1.8992 -2.3809
C -2.7991 -2.2647 1.3933
C 1.9404 0.0651 -1.8823
C -0.5890 -4.9374 -2.2462
C -0.6861 -3.8834 -3.1491
C -0.4392 -4.6820 -0.8918
C 6.1314 0.8283 -2.8861
C -0.7710 2.1811 4.3932
C -4.9479 4.0822 0.0498
C -1.8355 -3.1487 1.8552
C 5.1830 -0.8757 -4.2997
C 5.2119 0.4412 -3.8464
C -5.5984 1.6595 0.2663
C -2.1124 -4.0702 2.8527
C -3.4039 2.5594 -0.4961
C 7.0286 -0.1064 -2.3883
C 3.3948 -2.0840 -1.0385
C -2.1424 2.6485 4.8891
C 2.4067 -0.4171 -4.2342
C 1.5168 0.5759 -4.5743
C 1.0915 1.1910 -2.2554
C -0.4869 -2.3104 -1.3458
C -3.3909 -4.1158 3.3951
C 7.0633 -1.3951 -2.8862
C -4.3590 -3.2306 2.9469
C -4.0630 -2.3064 1.9493
H -0.3591 -5.4965 -0.1805
H -0.4306 -1.2893 -0.9967
H -1.0563 3.2098 -1.5032
H -5.3518 -3.2581 3.3776
H 0.8714 -0.7599 3.5169
H -1.0106 4.6028 -0.3956
H -0.0800 2.1986 6.3845
H -3.6204 -4.8286 4.1759
H -5.5411 0.8863 -0.4937
H -1.3372 -4.7385 3.2088
H -1.6716 4.7849 -2.0429
H 0.2319 2.1888 -3.9293
H 4.5152 1.1642 -4.2505
H -0.6938 -1.7435 -3.3983
H -3.6224 5.7903 -0.3914
H -4.8158 -1.6057 1.6110
H 3.5803 -2.6414 -3.0823
H 1.0946 1.8637 5.2559
H -5.8958 4.4504 0.3995
H -2.1595 3.7257 5.0625
H -2.8745 2.4116 4.1172
H 0.5269 3.4430 5.3895
H -0.6178 -5.9597 -2.6004
H 6.1480 1.8471 -2.5239
H 1.8454 3.3179 2.3964
H 1.3733 0.7723 -5.6316
H -5.3453 1.2188 1.2296
H -2.5710 -1.5386 0.6240
H 3.9333 -2.9411 -0.6553
H -0.7969 -4.0868 -4.2062
H 7.8000 -2.0998 -2.5258
H 6.1606 -2.7705 -4.2715
H 2.9548 -1.2731 0.9213
H -6.6022 2.0744 0.2984
H -2.4248 2.1057 5.7920
*
```

Calculated values
molar mass = 1115.8 g/mol
F_max = 1.2 eV/Å
lowest unoccupied orbital energy = 0.25 eV
HOMO-LUMO gap = 7.093 eV

Atom charges from the Mulliken analysis, given in e for atoms 1 to 8: 2.00 -0.19 -0.40 -0.24 0.76 0.78 -0.21 -0.85



Question: The lowest F_max belongs to which entry?
Answer: C34H34FN3O3PSSbScTe



Question: F_max of number 3 (C34H34GeInN6O6S2)?
Answer: 0.4 eV/Å



Question: The highest molar mass belongs to which entry?
Answer: C34H34Cl2FeN13O2SbSe4